A:
C3H3I3O in the gas phase, computed with ωB97M-V with the def2-TZVPD basis set.

The geometry in XYZ format:
```
10
Properties=species:S:1:pos:R:3:nbo_charge:R:1
C -1.10 1.56 -0.08 -0.22
C -0.25 0.61 0.32 -0.39
C 0.20 -0.39 -0.61 0.57
O 0.09 -0.52 -1.77 -0.44
I 3.79 -1.42 -0.80 -0.30
I 1.36 -2.04 0.49 0.48
I -1.31 -2.29 1.58 -0.39
H -1.41 2.33 0.60 0.22
H -1.51 1.58 -1.07 0.21
H 0.13 0.58 1.33 0.25
```

As for the frontier orbital gap: 7.2 eV. Its HOMO energy is -8.882 eV. Its spin multiplicity is 1.


B:
A molecular structure, C3H3I3O, computed with ωB97M-V with the def2-TZVPD basis set.

The geometry in XYZ format:
```
10
Properties=species:S:1:pos:R:3:nbo_charge:R:1
C 1.49 -0.35 0.13 -0.34
C 0.56 0.55 -0.25 -0.35
C -0.86 0.32 -0.04 0.18
O -1.29 -0.43 0.96 -0.72
I -1.50 2.50 0.81 0.01
I -2.12 -0.03 -1.79 0.13
I -1.07 -2.42 0.80 0.44
H 2.44 -0.26 -0.28 0.20
H 1.43 -1.24 0.63 0.20
H 0.92 1.37 -0.97 0.25
```

As for the frontier orbital gap: 7.3 eV. Its HOMO energy is -9.108 eV. Its spin multiplicity is 1.


Which of them is least stable? Easy: B.


A:
C4H6N4O in the gas phase, computed with ωB97M-V with the def2-TZVPD basis set.

The geometry in XYZ format:
```
15
Properties=species:S:1:pos:R:3:nbo_charge:R:1
C -0.83 0.07 -0.53 0.25
C -0.18 1.73 0.56 0.26
C 0.51 -0.38 -0.02 0.06
C 1.50 -1.28 -0.10 -0.45
H -2.08 -2.66 -1.56 0.38
H -0.76 -2.40 -0.49 0.35
H 0.09 2.69 0.97 0.20
H 1.70 0.68 2.38 0.47
H 2.46 -1.06 0.31 0.22
H 1.38 -2.24 -0.60 0.22
N -1.35 -2.06 -1.25 -0.67
N -1.71 -0.67 -1.10 -0.18
N -1.11 1.36 -0.25 -0.46
N 0.75 0.79 0.80 -0.14
O 1.89 1.03 1.51 -0.52
```

The SMILES is C=C1/C(=N\N)N=CN1O. As for the frontier orbital gap: 8.1 eV. Its HOMO energy is -7.950 eV. Its spin multiplicity is 1.


B:
2 unconnected molecules or ions with the total composition C4H6N4O, computed with ωB97M-V with the def2-TZVPD basis set.

The geometry in XYZ format:
```
15
Properties=species:S:1:pos:R:3:nbo_charge:R:1
C -2.73 -0.27 -0.29 0.18
C -0.65 -0.14 -0.28 0.51
C 1.29 1.89 0.73 0.49
C 2.20 -0.30 -0.09 -0.43
N -1.75 0.62 -0.39 -0.50
N -0.85 -1.44 -0.18 -0.34
N -2.18 -1.51 -0.29 -0.34
N 1.16 0.80 0.01 -0.39
O 2.43 2.20 1.03 -0.61
H -3.78 -0.08 -0.51 0.22
H 0.32 2.42 0.99 0.14
H 1.57 -1.29 -0.10 0.22
H 2.69 -0.19 -1.08 0.22
H 2.73 -0.26 0.87 0.23
H -2.45 -2.46 -0.41 0.43
```

As for the frontier orbital gap: 9.5 eV. Its HOMO energy is -9.462 eV. Its spin multiplicity is 1.


Which of them is least stable? Easy: A.


A:
C3H2F2O in the gas phase, computed with ωB97M-V with the def2-TZVPD basis set.

The geometry in XYZ format:
```
8
Properties=species:S:1:pos:R:3:nbo_charge:R:1
C 1.24 0.29 0.00 0.85
C -0.03 -0.40 -0.12 -0.48
C -1.36 -0.08 -0.06 0.37
H 0.20 -1.44 -0.05 0.22
H -2.03 -0.91 0.51 0.09
O -1.79 0.98 -0.16 -0.48
F 1.26 1.66 0.00 -0.31
F 2.51 -0.11 -0.13 -0.28
```

The SMILES is O=CC=C(F)F. As for the frontier orbital gap: 9.6 eV. Its HOMO energy is -10.133 eV. Its spin multiplicity is 1.


B:
C3H2F2O in the gas phase, computed with ωB97M-V with the def2-TZVPD basis set.

The geometry in XYZ format:
```
8
Properties=species:S:1:pos:R:3:nbo_charge:R:1
C -1.47 0.98 -0.08 0.34
C -0.55 1.10 -2.14 0.60
C -0.14 0.22 -0.18 -0.25
O 0.43 0.66 -1.40 -0.47
F -2.46 0.14 0.12 -0.33
F -0.08 1.68 -3.22 -0.32
H 0.52 0.54 0.64 0.23
H -0.23 -0.87 -0.18 0.20
```

As for the frontier orbital gap: 8.9 eV. Its HOMO energy is -8.941 eV. Its spin multiplicity is 1.


C:
C3H2F2O in the gas phase, computed with ωB97M-V with the def2-TZVPD basis set.

The geometry in XYZ format:
```
8
Properties=species:S:1:pos:R:3:nbo_charge:R:1
C -1.35 -0.04 0.00 -0.49
C -0.21 0.67 -0.11 0.36
C 1.36 -0.29 0.00 0.82
O 2.39 0.13 0.39 -0.52
F 0.05 1.94 -0.41 -0.30
F 1.28 -1.56 -0.40 -0.32
H -2.32 0.14 0.10 0.22
H -1.20 -1.01 0.44 0.23
```

The SMILES is C=C(F)C(=O)F. As for the frontier orbital gap: 11.5 eV. Its HOMO energy is -10.907 eV. Its spin multiplicity is 1.


Which of them is least stable? Easy: B.


A:
2 unconnected molecules or ions with the total composition C4H8OS, computed with ωB97M-V with the def2-TZVPD basis set.

The geometry in XYZ format:
```
14
Properties=species:S:1:pos:R:3:nbo_charge:R:1
C 2.03 -1.72 -0.31 -0.52
C 2.32 -0.45 -0.18 0.14
C -1.34 1.18 0.04 -0.25
C -2.48 0.69 0.91 -0.68
O 1.42 0.39 -0.72 -0.71
S -1.50 1.36 -1.52 0.03
H 1.08 -1.86 -0.89 0.18
H 2.77 -2.56 -0.21 0.21
H 3.18 -0.05 0.38 0.19
H -0.41 1.42 0.61 0.21
H -2.45 -0.41 0.88 0.24
H -3.38 1.01 0.54 0.23
H -2.19 0.92 1.98 0.22
H 0.96 0.07 -1.50 0.50
```

The SMILES is C=CO.CC=S. As for the frontier orbital gap: 8.7 eV. Its HOMO energy is -8.693 eV. Its spin multiplicity is 1.


B:
A molecular structure, C4H8OS, computed with ωB97M-V with the def2-TZVPD basis set.

The geometry in XYZ format:
```
14
Properties=species:S:1:pos:R:3:nbo_charge:R:1
O -2.33 3.75 -1.67 -0.53
C -2.38 4.08 -2.94 0.34
C -3.34 4.99 -3.69 -0.53
C 2.18 -4.54 3.56 -0.33
C 3.09 -3.99 2.82 -0.29
S 1.57 -2.15 1.04 -0.25
H -1.52 3.53 -3.81 0.14
H -4.30 4.68 -4.22 0.27
H -3.44 5.99 -3.41 0.21
H 2.28 -5.38 4.18 0.21
H 1.23 -4.16 3.39 0.23
H 3.75 -4.43 2.04 0.25
H 2.71 -2.86 2.51 0.16
H -4.45 3.81 -2.46 0.09
```

As for the frontier orbital gap: 6.6 eV. Its HOMO energy is -9.097 eV. Its spin multiplicity is 1.


C:
A molecular structure, C4H8OS, computed with ωB97M-V with the def2-TZVPD basis set.

The geometry in XYZ format:
```
14
Properties=species:S:1:pos:R:3:nbo_charge:R:1
C 2.76 0.61 0.28 -0.82
C 0.16 0.53 -0.05 -0.21
C -2.19 0.31 -0.31 0.15
C -3.39 -0.07 0.39 -0.47
H 3.77 0.23 -0.57 0.23
H 2.63 1.71 -0.21 0.25
H 2.99 0.44 1.39 0.24
H 0.35 1.13 -0.97 0.20
H 0.20 0.89 1.04 0.21
H -2.21 1.25 -0.66 0.15
H -3.68 -1.03 0.69 0.20
H -4.29 0.58 0.41 0.20
O -0.95 -0.31 -0.27 -0.54
S 1.49 -0.69 -0.05 0.20
```

As for the frontier orbital gap: 9.5 eV. Its HOMO energy is -8.696 eV. Its spin multiplicity is 1.


Which of them is least stable? Easy: B.


A:
2 unconnected molecules or ions with the total composition C2H7NO2S2, computed with ωB97M-V with the def2-TZVPD basis set.

The geometry in XYZ format:
```
14
Properties=species:S:1:pos:R:3:nbo_charge:R:1
C 0.65 -0.09 -1.12 -0.87
C -2.97 -0.77 0.31 0.02
N -2.55 -0.98 1.42 -0.63
O -0.15 1.30 0.88 -0.98
O 1.47 2.39 -0.63 -0.91
S -2.82 0.63 -0.83 -0.12
S 1.14 0.99 0.27 1.53
H 1.42 -0.86 -1.45 0.25
H -0.08 -0.82 -0.65 0.26
H 0.26 0.58 -1.90 0.26
H -3.52 -1.53 -0.33 0.16
H 0.81 3.08 -0.51 0.50
H -2.08 -0.18 1.82 0.36
H -1.74 1.01 -0.08 0.17
```

As for the frontier orbital gap: 9.9 eV. Its HOMO energy is -9.357 eV. Its spin multiplicity is 1.


B:
2 unconnected molecules or ions with the total composition C2H7NO2S2, computed with ωB97M-V with the def2-TZVPD basis set.

The geometry in XYZ format:
```
14
Properties=species:S:1:pos:R:3:nbo_charge:R:1
C 1.19 0.15 0.90 -0.61
C 0.68 -1.06 0.18 0.66
N 1.36 -1.42 -0.94 -0.83
O -2.42 1.68 -0.13 -0.84
O -0.18 -1.78 0.57 -0.61
S 1.75 1.44 -0.27 -0.02
S -2.50 0.04 -0.55 0.25
H 2.15 -0.03 1.45 0.26
H 0.51 0.54 1.60 0.24
H -2.26 -0.51 0.62 0.11
H 1.67 -0.54 -1.31 0.38
H 0.79 -2.06 -1.59 0.40
H -3.30 1.87 0.18 0.48
H 0.54 1.68 -0.70 0.13
```

The SMILES is NC(=O)CS.OS. As for the frontier orbital gap: 9.7 eV. Its HOMO energy is -9.398 eV. Its spin multiplicity is 1.


Which of them is least stable? Easy: A.